Entry 1:
The following is a DFT calculation (ωB97M-V/def2-TZVPD) of the molecule C20H24ClN3O6S.

XYZ file:
```
55
Properties=species:S:1:pos:R:3
H -1.57 -1.35 -1.96
C -3.83 -0.74 0.21
H 3.02 -0.35 -1.78
C 4.22 -0.28 0.01
C -5.77 0.35 -1.00
H 5.07 0.27 0.40
H 4.49 -1.33 -0.07
Cl 2.66 -3.63 2.54
C -1.00 -0.43 -2.06
O -0.97 -0.64 3.57
C -4.63 0.38 -0.05
N -4.03 -1.99 -0.47
O 2.64 2.69 1.36
H -1.66 0.37 -2.40
O -5.15 -2.31 -0.79
H -2.18 -1.56 1.33
H -5.51 -0.15 -1.93
H 5.41 -0.76 -2.40
C 3.82 0.28 -1.36
C 0.25 -0.88 -0.08
C -2.50 0.50 1.76
H -3.01 2.54 2.03
C 0.34 2.01 1.14
C 1.41 -2.97 0.25
C -2.77 -0.68 1.12
O -1.18 1.82 3.60
O -0.50 0.01 -0.82
H -0.36 2.11 0.30
O -3.03 -2.65 -0.69
H 4.73 0.60 -3.30
C 0.67 -2.11 -0.55
H -0.20 -0.57 -2.79
C 0.61 -0.48 1.22
H 3.39 -0.19 0.71
H 1.59 -1.03 3.02
N 0.20 0.73 1.81
C 1.35 -1.34 2.02
C 5.02 0.25 -2.31
H 5.81 0.90 -1.94
H 1.23 1.30 -1.07
C 3.29 1.71 -1.22
H 3.22 2.18 -2.21
H 3.96 2.30 -0.60
H -6.60 -0.21 -0.57
H -4.91 2.44 0.43
H 0.12 2.75 1.90
C -4.31 1.56 0.62
H -6.11 1.36 -1.23
H 1.71 -3.93 -0.13
H 0.40 -2.44 -1.54
C 1.79 2.19 0.67
N 1.99 1.75 -0.59
C -3.26 1.63 1.51
S -1.08 0.60 2.87
C 1.74 -2.58 1.54
```

* F_max: 1.4 eV/A
* structure (SMILES): COc1ccc(Cl)cc1N(CC(=O)NCC(C)C)S(=O)(=O)c1ccc(C)c([N+](=O)[O-])c1
* HOMO level: -8.9 eV
* energy above the lowest of the compared OMol25 structures with the same formula, charge and spin: 59.03 kcal/mol
* LUMO: -0.85 eV
* HOMO-LUMO gap: 8.0 eV
* energy: -2250.5265 Eh

Entry 2:
The following is a DFT calculation (ωB97M-V/def2-TZVPD) of C21H22CaF2I2O4 as an isolated structure.

XYZ file:
```
52
Properties=species:S:1:pos:R:3
H -2.97 -1.58 -0.80
C -2.75 -0.39 1.38
C 2.71 1.39 1.31
C 3.29 -3.46 0.58
H -4.75 -1.23 -3.16
F -0.74 -2.20 1.77
H 3.29 -0.11 -0.19
C -3.64 0.32 0.46
H 4.10 -2.76 0.72
H 4.60 0.87 0.42
H 0.48 2.83 1.02
I -4.79 -3.45 -1.09
H 3.95 2.76 -0.88
C -1.08 1.37 1.16
Ca -2.27 -3.47 2.56
C 3.51 1.80 -1.13
H -3.93 0.19 -2.52
H 2.09 -1.80 2.90
H 0.11 2.84 -3.14
C -2.24 2.27 0.90
H -4.02 2.19 -0.45
H 2.70 2.48 1.26
H 4.11 1.35 -1.92
O -3.17 -1.33 2.07
I -6.47 0.37 -0.78
C -1.35 0.02 1.38
H 3.22 1.14 2.23
O 2.16 2.45 -3.00
C 1.30 0.87 1.36
C 0.25 1.78 1.17
H 1.56 1.01 -1.60
O -2.25 3.42 1.24
C -3.40 1.61 0.22
H -2.98 -1.16 -3.04
C 1.12 3.27 -3.30
H 1.33 -2.62 0.15
C 2.12 -1.53 1.85
C 1.03 -0.51 1.60
C 2.10 1.96 -1.66
H 3.24 -3.76 -0.46
O 1.24 4.35 -3.74
H 1.57 2.69 -1.04
C 3.56 0.89 0.11
C 1.96 -2.84 1.01
H -5.01 -1.23 0.71
C -4.70 -0.59 -0.10
C -0.31 -0.87 1.58
C -3.92 -0.89 -2.56
F 3.54 -4.57 1.36
C -3.99 -1.48 -1.16
H 1.41 -3.54 1.62
H 3.10 -1.12 1.67
```

* F_max: 1.6 eV/A
* HOMO level: -14.5 eV
* LUMO: -8.74 eV
* charge: +2
* HOMO-LUMO gap: 5.8 eV
* energy: -2586.5154 Eh

Entry 3:
The following is a DFT calculation (ωB97M-V/def2-TZVPD) of C46H40Cl3FGaIN6O8S as an isolated structure.

XYZ file:
```
107
Properties=species:S:1:pos:R:3
N 14.61 6.38 14.84
C 18.93 9.56 14.76
C 9.28 7.18 18.49
C 18.89 12.72 11.46
C 18.53 11.82 15.77
F 16.61 6.11 10.97
C 10.13 6.21 19.01
H 20.28 6.96 13.83
C 13.34 6.75 16.94
H 12.01 5.19 18.74
H 15.60 13.32 16.61
H 17.16 5.92 6.46
C 9.77 8.12 17.57
C 15.08 10.88 10.92
H 13.81 7.73 16.79
C 14.89 7.46 14.09
C 18.91 11.53 10.48
H 18.93 9.20 8.56
H 9.74 5.55 19.72
H 13.23 11.53 8.12
C 17.08 6.67 9.80
H 21.44 11.86 10.80
O 14.10 5.91 17.81
C 11.39 6.04 18.46
H 17.45 5.82 18.10
C 13.60 9.59 9.01
C 11.07 7.97 17.06
H 23.17 10.28 11.56
H 20.27 12.57 9.13
Ga 17.13 8.73 12.63
C 13.35 6.07 15.58
O 19.45 13.73 17.39
H 22.66 7.84 11.59
C 21.19 10.84 11.00
C 17.85 7.87 9.84
C 18.03 10.80 14.98
C 16.77 6.00 8.61
O 18.51 8.58 13.96
C 14.34 8.90 9.99
H 17.43 5.57 13.33
C 14.44 11.66 9.94
H 16.12 5.14 8.66
H 15.65 11.32 11.69
O 16.34 10.22 13.34
C 19.51 9.08 11.12
H 17.90 11.10 10.32
H 12.53 6.37 14.90
C 18.14 7.59 7.41
C 15.98 8.77 18.67
H 14.25 8.35 14.02
H 18.66 7.92 6.49
H 18.14 13.46 11.15
C 16.29 12.69 16.10
H 21.87 6.58 13.13
C 20.53 8.14 11.36
C 17.24 6.88 18.15
H 18.61 12.34 12.46
C 17.65 12.73 16.38
H 20.80 4.81 10.61
H 20.96 6.22 9.58
C 17.35 6.45 7.39
H 18.60 12.81 8.69
H 14.44 7.81 10.04
C 22.19 9.91 11.33
C 15.65 5.44 14.64
H 13.27 4.99 15.76
S 17.55 9.43 18.28
C 21.87 8.56 11.43
H 19.19 7.75 17.56
N 16.01 7.29 13.40
O 17.44 14.60 17.70
H 13.97 7.23 19.40
C 21.15 5.85 10.60
C 13.71 10.99 8.94
N 18.14 8.60 11.03
C 15.96 7.41 18.58
O 19.96 9.49 15.42
O 13.95 10.68 14.38
Cl 14.70 9.79 19.08
H 19.36 11.31 8.34
N 14.42 11.72 14.93
C 11.90 6.90 17.47
N 15.01 9.55 10.96
C 18.32 8.31 8.58
H 19.61 11.92 15.93
C 16.52 5.99 13.75
O 13.72 12.64 15.38
H 19.86 13.21 11.50
C 18.16 7.86 17.89
C 14.71 6.59 18.92
C 16.71 10.87 14.47
H 20.66 5.32 13.33
Cl 7.68 7.29 19.05
C 20.81 6.35 13.09
H 15.62 4.51 15.17
N 18.19 13.73 17.21
H 13.02 9.05 8.29
I 14.68 13.70 10.04
C 19.30 12.07 9.11
H 19.27 6.44 11.54
Cl 11.57 9.16 15.90
C 20.35 6.68 11.65
H 22.21 5.85 10.78
C 19.85 10.44 10.89
C 15.88 11.81 15.13
H 14.97 5.75 19.60
H 9.19 8.96 17.21
```

* F_max: 4.1 eV/A
* HOMO level: -8.1 eV
* energy above the lowest of the compared OMol25 structures with the same formula, charge and spin: 0.00 kcal/mol
* LUMO: -0.79 eV
* HOMO-LUMO gap: 7.3 eV
* energy: -6808.3945 Eh

Entry 4:
The following is a DFT calculation (ωB97M-V/def2-TZVPD) of a 2-piece molecular cluster, C4H9N overall.

XYZ file:
```
14
Properties=species:S:1:pos:R:3
H -0.13 1.16 -0.26
C 0.21 1.54 -2.34
H -1.48 0.26 1.27
H 0.88 -0.60 -0.02
C -1.46 -0.80 1.50
H 1.60 1.28 -0.81
H -2.40 -1.26 1.76
H 1.73 -1.37 1.23
H 0.95 1.69 -3.11
C 0.55 1.29 -1.08
N 0.84 -1.12 0.85
H -0.81 1.85 -2.56
C -0.34 -1.53 1.45
H -0.16 -2.37 2.12
```

* F_max: 1.4 eV/A
* structure (SMILES): C=CN.C=C
* HOMO level: -8.0 eV
* energy above the lowest of the compared OMol25 structures with the same formula, charge and spin: 44.98 kcal/mol
* LUMO: 1.19 eV
* HOMO-LUMO gap: 9.2 eV
* energy: -212.4795 Eh

Entry 5:
The following is a DFT calculation (ωB97M-V/def2-TZVPD) of the molecule C4H9NO2.

XYZ file:
```
16
Properties=species:S:1:pos:R:3
H 0.67 -0.73 1.08
H -1.26 -1.32 1.80
O 1.49 1.59 -1.06
C -1.65 -0.97 -0.13
H 1.93 -0.83 -0.14
H 1.75 2.48 -1.01
N -1.69 -1.73 1.01
H -1.79 0.04 -0.08
C 0.83 1.12 0.04
H -2.40 -1.35 -0.93
H -1.34 -2.67 1.06
H -0.49 -0.67 -1.91
C 0.85 -0.43 0.03
H -0.13 -2.14 -1.14
O 0.57 1.82 1.02
C -0.30 -1.04 -0.85
```

* F_max: 5.4 eV/A
* structure (SMILES): NCCCC(=O)O
* HOMO level: -9.1 eV
* energy above the lowest of the compared OMol25 structures with the same formula, charge and spin: 42.47 kcal/mol
* LUMO: 0.67 eV
* HOMO-LUMO gap: 9.8 eV
* energy: -363.0179 Eh

Entry 6:
The following is a DFT calculation (ωB97M-V/def2-TZVPD) of C28H44N11O2 as an isolated structure.

XYZ file:
```
85
Properties=species:S:1:pos:R:3
H -2.65 -2.27 0.24
C -4.53 -5.20 2.96
C 1.65 -1.27 -0.14
H 7.09 0.46 5.86
H 1.03 9.30 -3.84
C -1.07 -3.67 -0.66
H 5.07 0.35 -0.12
C 1.79 3.40 -2.36
N 8.26 3.44 6.02
C 2.95 -6.24 2.19
H 3.00 1.74 -2.93
C -1.49 6.53 -2.00
C 0.68 -4.54 1.22
C 5.22 3.51 -3.91
C 5.89 -0.35 0.08
H 0.53 -5.61 1.66
H 5.73 -1.22 -0.57
H -1.31 7.11 3.27
H -12.12 -4.07 -2.08
C -2.38 6.58 1.50
H -5.02 -4.27 3.26
H -1.69 8.47 2.22
C 1.85 8.60 -3.64
H -6.68 -4.17 -0.28
C 7.96 2.38 5.61
H -5.28 -6.00 3.02
H -1.94 -4.46 -0.86
H -0.41 7.34 1.78
H 0.10 -1.70 1.77
C 5.15 3.90 -5.33
C 4.03 -7.19 2.50
H 4.33 4.60 -5.52
H 2.14 -1.49 0.93
C -1.58 -2.70 0.56
C 7.59 1.05 5.10
C -7.61 -4.65 0.05
N 5.27 3.21 -2.79
C -3.96 -5.10 1.60
H 1.71 -4.07 1.50
C -2.70 7.01 -2.69
H 3.41 2.44 -1.36
H 0.22 -5.56 -0.81
H -7.77 -5.52 -0.60
N -7.49 -5.34 2.59
H -11.92 -3.14 -0.60
H -1.28 -0.48 1.11
C 2.57 2.20 -2.03
H -11.02 -4.64 -0.83
C 0.34 -4.45 -0.39
H 4.78 -7.22 1.71
N 2.10 -5.48 1.95
H 6.92 1.13 4.24
H 6.82 0.13 -0.25
H -1.78 -3.27 1.59
H 4.55 -6.93 3.43
N -3.51 -5.03 0.53
H 1.96 1.45 -1.53
O 2.48 -1.19 -1.21
H 2.78 9.08 -3.98
N -9.42 -2.40 -2.46
N 1.97 7.91 -1.10
H 1.21 -3.97 -1.04
C -1.41 7.41 2.23
C -10.29 -2.99 -1.97
H -1.08 5.63 -2.47
N 1.17 4.35 -2.63
H 4.99 3.03 -5.97
H -0.69 7.29 -2.01
H -3.77 -5.42 3.71
N -3.66 7.38 -3.23
O 0.21 -1.04 -0.35
H 1.69 7.73 -4.29
C -7.54 -5.04 1.47
N 6.01 -1.04 2.62
H -1.69 6.29 -0.95
C -0.58 -1.40 0.85
H 6.08 4.38 -5.66
N -3.15 5.92 0.93
C 5.96 -0.74 1.50
C 1.92 8.21 -2.22
H -1.01 -2.99 -1.63
C -11.39 -3.74 -1.34
H -8.43 -3.95 -0.14
H 8.47 0.49 4.78
H 3.65 -8.21 2.62
```

* F_max: 9.5 eV/A
* HOMO level: -0.2 eV
* LUMO: 1.59 eV
* charge: -1
* HOMO-LUMO gap: 1.8 eV
* energy: -1845.6051 Eh

Entry 7:
The following is a DFT calculation (ωB97M-V/def2-TZVPD) of the molecule C19H19N3O3S.

XYZ file:
```
45
Properties=species:S:1:pos:R:3
H 5.44 -3.35 1.84
C 4.48 -0.42 0.45
C -0.83 2.07 0.76
O -7.29 0.92 -0.21
H 3.88 -1.47 2.21
H -0.91 3.15 0.75
H 6.93 -3.35 -0.13
S 2.46 2.91 0.09
C 3.55 1.57 -0.15
C -6.41 0.72 -1.30
C 6.25 -2.53 0.03
H -8.07 0.38 -0.34
C 1.53 2.34 1.56
H -6.82 -1.37 -1.70
H -5.23 -0.80 -2.25
H 2.25 1.79 2.16
H 1.21 3.25 2.06
C 5.33 -0.42 -0.67
H -2.81 1.77 0.04
H 6.85 -1.46 -1.74
H -5.55 1.36 -1.10
N 4.33 1.66 -1.27
C 0.48 0.10 1.14
C 5.41 -2.52 1.14
H 4.24 2.46 -1.88
C -0.58 -0.68 0.74
H 1.42 -0.36 1.42
C 4.53 -1.48 1.35
C -1.90 1.29 0.37
H -6.88 1.05 -2.24
H -4.27 0.33 0.69
C 6.21 -1.49 -0.87
C -5.96 -0.74 -1.44
N -4.14 -0.55 0.23
H -5.04 -2.32 -0.30
N 3.59 0.61 0.69
H -0.50 -1.76 0.71
C -5.33 -1.28 -0.15
H -6.05 -1.22 0.67
O 5.95 0.83 -2.61
C 5.28 0.69 -1.62
C -2.90 -1.00 -0.06
C -1.79 -0.10 0.37
C 0.37 1.49 1.16
O -2.69 -2.07 -0.60
```

* F_max: 0.7 eV/A
* structure (SMILES): O=C(NCCCO)c1ccc(CSc2nc3ccccc3c(=O)[nH]2)cc1
* HOMO level: -8.5 eV
* energy above the lowest of the compared OMol25 structures with the same formula, charge and spin: 0.34 kcal/mol
* LUMO: 0.49 eV
* HOMO-LUMO gap: 9.0 eV
* energy: -1523.6710 Eh

Entry 8:
The following is a DFT calculation (ωB97M-V/def2-TZVPD) of C28H22Cl4N3O5Pd as an isolated structure.

XYZ file:
```
63
Properties=species:S:1:pos:R:3
Pd 0.79 -1.99 0.43
H -5.04 -2.54 -0.11
H -1.19 -4.24 0.69
C 2.69 -0.08 -2.07
C 3.42 -3.45 4.53
H -3.62 -4.49 0.43
C -3.07 3.31 -2.56
H -3.00 1.37 -4.58
H -3.78 3.05 -3.33
O 2.15 1.25 1.25
C 3.07 -2.46 1.91
H 2.24 1.42 3.26
H -5.79 0.89 -0.83
C 4.45 -2.78 3.90
C -1.10 2.80 -1.24
H -2.18 0.96 -0.33
C 2.94 1.40 2.42
Cl 0.90 -4.49 4.62
C -0.22 0.60 -0.59
H 3.62 0.55 2.54
C 2.81 0.97 0.09
C -5.44 -0.11 -0.59
C 2.09 0.27 -0.88
C 2.21 -3.65 3.85
N -0.04 1.94 -0.94
C 4.00 0.30 -2.33
Cl 3.61 -4.00 6.16
H 2.13 -0.67 -2.78
O -1.76 1.29 -2.91
H -3.71 0.63 -3.11
C -3.97 -2.42 -0.02
H 4.71 1.84 0.60
C -1.25 4.01 -0.59
C 4.27 -2.31 2.59
C -3.16 -3.52 0.28
Cl 5.96 -2.50 4.72
C 4.71 1.00 -1.37
O 0.87 -3.35 1.92
Cl 5.57 -1.50 1.75
C -1.16 -2.14 0.25
C -3.36 -1.19 -0.19
C 2.00 -3.18 2.56
C -3.20 4.52 -1.89
H 3.50 2.34 2.41
C -1.79 -3.38 0.41
H 0.77 2.36 -0.51
H -0.55 4.26 0.20
C -1.97 -1.06 -0.06
N -1.47 0.24 -0.26
H 5.75 1.27 -1.55
N 0.79 -0.21 -0.56
H -2.38 5.82 -0.39
C 4.13 1.33 -0.16
H -5.76 -0.80 -1.38
H -4.02 5.18 -2.14
H 4.47 0.02 -3.26
H -2.45 -0.23 -4.02
H -5.88 -0.43 0.36
C -2.80 0.75 -3.70
O 2.85 -2.02 0.70
O -4.04 -0.03 -0.50
C -2.28 4.88 -0.91
C -2.01 2.46 -2.26
```

* F_max: 0.4 eV/A
* HOMO level: -3.6 eV
* energy above the lowest of the compared OMol25 structures with the same formula, charge and spin: 0.00 kcal/mol
* LUMO: 2.11 eV
* charge: -1
* HOMO-LUMO gap: 5.8 eV
* energy: -3589.4017 Eh

Entry 9:
The following is a DFT calculation (ωB97M-V/def2-TZVPD) of the molecule C6H6O2.

XYZ file:
```
14
Properties=species:S:1:pos:R:3
H -2.24 1.70 0.02
H 3.15 -0.01 -0.68
H 0.05 0.90 1.59
O -0.94 -1.45 -0.35
H -2.83 -0.75 -1.01
C -1.86 -0.41 -0.42
C 2.11 -0.04 -0.40
C -1.49 0.79 -0.09
C -0.03 0.46 0.49
O 1.49 -1.25 -0.13
H 0.16 -2.01 1.18
C 0.08 -1.08 0.45
C 1.04 0.98 -0.42
H 1.31 2.17 -0.23
```

* F_max: 7.0 eV/A
* structure (SMILES): C1=C[C@H]2C=CO[C@H]2O1
* HOMO level: -8.4 eV
* energy above the lowest of the compared OMol25 structures with the same formula, charge and spin: 90.58 kcal/mol
* LUMO: 0.80 eV
* HOMO-LUMO gap: 9.1 eV
* energy: -382.5414 Eh

Entry 10:
The following is a DFT calculation (ωB97M-V/def2-TZVPD) of the molecule C5H12N2.

XYZ file:
```
19
Properties=species:S:1:pos:R:3
H 0.92 -2.35 -0.77
N 1.15 0.19 -0.26
C -1.32 0.20 -0.26
H -0.19 1.72 -0.30
C 0.81 1.64 -0.54
C -0.07 -0.54 0.14
H 1.40 2.23 0.14
H -1.73 0.22 -1.34
H -0.55 -1.93 -1.63
C -2.19 0.70 0.61
H 1.06 1.80 -1.55
H -0.57 -2.73 -0.12
H 2.33 -0.88 1.00
H -3.03 1.26 0.34
H -0.14 -0.85 1.30
H 2.10 0.63 1.51
H -2.13 0.62 1.74
N 2.25 0.02 0.58
C -0.09 -1.95 -0.58
```

* F_max: 4.3 eV/A
* structure (SMILES): C=C[C@@H](C)N(C)N
* HOMO level: -8.0 eV
* energy above the lowest of the compared OMol25 structures with the same formula, charge and spin: 91.00 kcal/mol
* LUMO: 1.13 eV
* HOMO-LUMO gap: 9.2 eV
* energy: -307.0843 Eh